C4H3N3 | the ωB97M-V functional and the def2-TZVPD basis

Positions of all 10 atoms, in Å:
1 C 0.76194 2.23571 1.02405
2 C 0.40150 1.18810 0.55015
3 C 0.00352 -0.06745 -0.00288
4 C 0.34140 -1.35715 0.33522
5 N -0.30112 -2.21186 -0.51342
6 N -1.01062 -1.51594 -1.35476
7 N -0.86993 -0.24717 -1.03528
8 H 0.95588 3.17894 1.46539
9 H 1.04574 -1.70056 1.08980
10 H -1.32830 0.49738 -1.55827

Properties
Structure (SMILES): C#Cc1cnn[nH]1
E in hartree: -318.3949
Energy above the lowest of the compared OMol25 structures with the same formula, charge and spin in kcal per mole: 56.4
LUMO energy in Eh: 0.02965

C4H5NO | the ωB97M-V functional and the def2-TZVPD basis

Positions of all 11 atoms, in Å:
1 C -1.20030 -0.94331 -0.07934
2 C -2.28220 0.14288 -0.02158
3 C 0.14952 -0.39486 0.06841
4 C -0.10056 1.16741 -0.04131
5 N -1.50573 1.35282 0.06005
6 O -3.43902 -0.22418 -0.00142
7 H -1.34306 -1.98935 -0.01397
8 H 0.64398 -0.59277 1.04871
9 H 0.87757 -0.96061 -0.66834
10 H 0.51725 1.77075 0.69030
11 H -0.13208 1.40121 -1.09852

Properties
E in hartree: -285.2678
Energy above the lowest of the compared OMol25 structures with the same formula, charge and spin in kcal per mole: 92.1
LUMO energy (alpha / beta) in Eh: -0.04180 / -0.05847

C7H14FNO2S | the ωB97M-V functional and the def2-TZVPD basis

Positions of all 26 atoms, in Å:
1 C 0.34854 -0.15378 -2.05314
2 C 1.44189 -0.67016 -2.69838
3 S 2.97219 0.12285 -2.67527
4 O 3.09237 0.86699 -1.45123
5 O 3.33568 0.73249 -3.91495
6 F 3.97160 -1.16928 -2.59108
7 H -0.50578 -0.81046 -1.96059
8 H 0.14582 0.90952 -2.19563
9 H 1.47893 -1.66062 -3.14754
10 C -1.88282 -0.08855 2.36884
11 C -1.69831 1.24422 1.67184
12 C -1.18504 1.18126 0.23357
13 N -0.09344 0.17605 -0.09772
14 C -0.08245 -1.05875 0.78875
15 C -0.62823 -0.92493 2.21478
16 H -2.12139 0.06451 3.42771
17 H -2.74283 -0.61666 1.94898
18 H -2.64795 1.78442 1.66859
19 H -1.02827 1.88814 2.24121
20 H -2.01382 1.05254 -0.47086
21 H -0.71546 2.13624 0.00059
22 H 0.80352 0.65887 0.09455
23 H -0.57312 -1.88842 0.26470
24 H 0.97563 -1.31736 0.86952
25 H 0.16877 -0.53309 2.84773
26 H -0.81601 -1.92600 2.61499

Properties
Structure (SMILES): C=CS(=O)(=O)F.C1CCNCC1
E in hartree: -978.3197
Energy above the lowest of the compared OMol25 structures with the same formula, charge and spin in kcal per mole: 57.5
LUMO energy in Eh: 0.02105

C31H53ClFeNP | the ωB97M-V functional and the def2-TZVPD basis

Positions of all 88 atoms, in Å:
1 Fe 0.38957 0.18923 -0.26504
2 Cl -0.26025 2.28766 -0.25170
3 P -1.21343 -1.70949 -0.59618
4 C 0.48691 -1.31731 0.85781
5 H 1.28535 -2.02979 0.62829
6 H 0.21404 -1.27729 1.94471
7 C -2.74044 -0.85458 -1.39340
8 C -1.82503 -2.62234 0.90493
9 C -3.70659 -1.74503 -2.19580
10 H -3.32246 -0.48173 -0.53752
11 C -4.98445 -0.97917 -2.57684
12 H -3.21550 -2.06663 -3.12350
13 H -3.99274 -2.65285 -1.64575
14 C -4.68083 0.32015 -3.31664
15 H -5.61964 -1.62546 -3.19470
16 H -5.56216 -0.76283 -1.66927
17 C -3.58992 1.16334 -2.64617
18 H -4.35090 0.08175 -4.33340
19 H -5.59200 0.92032 -3.40134
20 C -2.34863 0.34502 -2.24696
21 H -3.28973 1.99702 -3.29581
22 H -3.99967 1.61685 -1.73288
23 H -1.81538 0.00859 -3.14642
24 H -1.66960 1.02628 -1.70776
25 C -0.74777 -3.09934 -1.79717
26 C -0.89310 -3.78613 1.27259
27 H -1.73573 -1.84392 1.67778
28 C -1.20545 -4.31267 2.67227
29 H -1.04558 -4.61608 0.57244
30 H 0.15703 -3.49406 1.20514
31 C -2.66819 -4.74920 2.76568
32 H -0.54452 -5.15890 2.90250
33 H -0.98450 -3.52812 3.40528
34 C -3.67630 -3.72841 2.22632
35 H -2.78159 -5.67935 2.19546
36 H -2.91332 -4.99345 3.80338
37 C -3.29116 -3.09087 0.88582
38 H -4.65824 -4.20185 2.11652
39 H -3.80712 -2.92392 2.95867
40 H -3.44899 -3.81920 0.07415
41 H -3.96977 -2.25115 0.68020
42 C -0.48445 -2.56805 -3.20086
43 H 0.19923 -3.45306 -1.36223
44 C 0.18051 -3.62505 -4.09516
45 H -1.42203 -2.23433 -3.66359
46 H 0.17307 -1.69710 -3.17947
47 C -0.61944 -4.93247 -4.15332
48 H 0.29959 -3.20591 -5.10497
49 H 1.18879 -3.82736 -3.70068
50 C -1.07992 -5.42612 -2.78006
51 H -1.49139 -4.78943 -4.80380
52 H -0.00829 -5.70272 -4.63179
53 C -1.69168 -4.31325 -1.90722
54 H -1.81675 -6.23210 -2.90076
55 H -0.22067 -5.85926 -2.24736
56 H -2.64724 -4.00305 -2.34962
57 H -1.94530 -4.74577 -0.93367
58 C 1.40070 0.18038 -2.14061
59 C 1.98141 -0.84216 -1.34325
60 H 0.54518 -0.02106 -2.79056
61 C 3.31524 -0.64892 -0.64565
62 H 1.69212 -1.88404 -1.50925
63 C 3.73455 0.83422 -0.56077
64 H 3.32689 -1.10935 0.36196
65 H 4.08557 -1.17920 -1.23012
66 C 3.54912 1.56439 -1.89677
67 H 3.15070 1.34666 0.21732
68 H 4.79182 0.90150 -0.26801
69 C 2.14541 1.43753 -2.52331
70 H 3.80848 2.62313 -1.79295
71 H 4.26937 1.17273 -2.62637
72 H 1.54248 2.33284 -2.29548
73 H 2.27140 1.41615 -3.61864
74 C 0.90992 1.03220 3.40784
75 C -0.56017 1.09155 3.32148
76 C -1.45917 1.53709 4.33508
77 C -2.73295 1.57991 3.72338
78 C -2.53680 1.15531 2.36476
79 C -3.49442 1.23000 1.26997
80 N -1.24278 0.74977 2.19759
81 H 1.26050 1.33296 4.39000
82 H 1.33736 1.73378 2.66428
83 H 1.27724 0.00795 3.18823
84 H -1.17438 1.73772 5.37482
85 H -3.68437 1.91430 4.11838
86 H -4.09324 0.31465 1.20665
87 H -4.18716 2.04899 1.46816
88 H -2.97818 1.41986 0.32541

Properties
Spin multiplicity: 6
E in hartree: -3332.9285
Charge: -1
Expectation value of S²: 8.8090
LUMO energy (alpha / beta) in Eh: 0.09192 / 0.08983

C27H51F2NO6 | the ωB97M-V functional and the def2-TZVPD basis

Positions of all 87 atoms, in Å:
1 C 4.94552 -7.18301 1.24491
2 O 5.79510 -6.06577 1.32446
3 C 5.80526 -5.31343 0.11961
4 C 4.56822 -4.43336 -0.00380
5 C 4.78722 -3.08794 -0.69460
6 C 6.04231 -2.31211 -0.25278
7 C 5.76167 -0.81514 -0.09194
8 C 6.93857 0.07539 -0.48010
9 C 6.75930 1.53144 -0.08213
10 C 5.61166 2.23722 -0.80199
11 C 4.22006 2.07719 -0.14893
12 C 3.55342 3.39077 0.24953
13 O 2.64749 3.78665 -0.77920
14 C 1.45007 4.30806 -0.33780
15 F 1.61460 5.13896 0.73145
16 C 0.42563 3.19552 -0.02406
17 C -0.31542 2.81118 -1.28741
18 C -1.66232 2.12339 -1.02966
19 C -2.85121 2.75055 -1.77060
20 C -3.53219 1.83282 -2.78361
21 C -3.98826 0.49142 -2.22997
22 C -4.79646 0.59924 -0.94097
23 C -5.20097 -0.79805 -0.45503
24 C -6.30744 -0.73204 0.61659
25 C -7.55585 -1.50730 0.22958
26 C -7.26018 -2.98080 -0.09811
27 O -8.07778 -3.85942 0.65484
28 C -9.34253 -4.02601 0.06779
29 O -0.48696 3.70665 0.94406
30 C -0.29676 3.14812 2.22164
31 C -1.15951 3.87883 3.21441
32 O -0.73187 4.28099 4.27947
33 N -2.53641 4.04336 2.82128
34 C -3.41378 3.57493 3.82205
35 O -3.80901 4.18506 4.81468
36 F -3.80213 2.29936 3.55816
37 H 5.27925 -7.86926 0.46825
38 H 4.99387 -7.68910 2.19906
39 H 3.90647 -6.90875 1.07782
40 H 6.72331 -4.74227 0.15279
41 H 5.87550 -5.98963 -0.73068
42 H 4.08823 -4.29302 0.95437
43 H 3.84631 -4.97950 -0.60567
44 H 4.76771 -3.18016 -1.77305
45 H 3.93122 -2.46645 -0.45266
46 H 6.79369 -2.41939 -1.02683
47 H 6.42079 -2.70248 0.68244
48 H 5.46995 -0.60042 0.93241
49 H 4.92384 -0.54618 -0.72533
50 H 7.06868 0.00280 -1.55542
51 H 7.83875 -0.31067 -0.01308
52 H 7.67336 2.03454 -0.38484
53 H 6.66370 1.62370 0.99326
54 H 5.82944 3.29103 -0.93274
55 H 5.56290 1.81148 -1.79990
56 H 3.56908 1.55373 -0.83727
57 H 4.32231 1.43007 0.71206
58 H 4.32281 4.14454 0.34736
59 H 3.05698 3.25849 1.20349
60 H 1.05445 4.91268 -1.14688
61 H 0.93396 2.32399 0.38010
62 H -0.46164 3.65666 -1.94780
63 H 0.31714 2.10746 -1.81543
64 H -1.59446 1.08179 -1.31635
65 H -1.90006 2.10628 0.02570
66 H -3.61204 3.10176 -1.08332
67 H -2.51921 3.62663 -2.31656
68 H -4.42290 2.35327 -3.12919
69 H -2.91271 1.69449 -3.66297
70 H -4.59965 -0.01791 -2.96535
71 H -3.14258 -0.16141 -2.02958
72 H -5.69268 1.18174 -1.12766
73 H -4.19466 1.05138 -0.16036
74 H -5.57946 -1.31979 -1.32864
75 H -4.32174 -1.31298 -0.09354
76 H -5.91982 -1.13930 1.54310
77 H -6.59414 0.29662 0.79678
78 H -8.04821 -1.05044 -0.62242
79 H -8.23954 -1.50236 1.06848
80 H -7.46054 -3.16250 -1.15354
81 H -6.22557 -3.22810 0.09712
82 H -9.90677 -4.72820 0.66273
83 H -9.88611 -3.08170 0.03886
84 H -9.25206 -4.41517 -0.94409
85 H -0.60486 2.09827 2.19716
86 H 0.72923 3.20981 2.56032
87 H -2.67052 3.51119 1.96567

Properties
Structure (SMILES): COCCCCCCCCCCO[C@H](F)[C@H](CCCCCCCCCCOC)OCC(=O)NC(=O)F
E in hartree: -1765.2272
LUMO energy in Eh: 0.01099